Entry 1:
Density functional theory data (wB97M-V/def2-TZVPD) for a molecular structure, C4H16AlN8O4.

The HOMO energy comes out at -16.5 eV. The calculation puts the total energy at -1142.25407 Eh. The value obtained for the max |F| is 8.173 eV/A. The energy above the lowest of the compared OMol25 structures with the same formula, charge and spin comes out at 5.304 eV. The total charge is +3. The value obtained for the LUMO energy is -15.2 eV.

Geometry as XYZ:
```
33
Properties=species:S:1:pos:R:3:forces:R:3:nbo_charge:R:1
Al -10.96656 -7.61763 -20.67939 0.02 0.01 -0.01 1.00
C -7.70876 -3.89690 -16.66618 -1.45 0.29 -1.98 0.73
O -7.97534 -4.23171 -17.82758 -0.22 -0.57 -0.73 -0.47
N -6.53760 -3.99022 -16.15014 3.85 -1.26 1.78 -0.74
N -8.59836 -3.26014 -15.93815 -1.61 0.52 1.29 -0.70
H -6.33554 -3.66849 -15.21432 -0.03 0.16 -0.13 0.41
H -5.85661 -4.64689 -16.50388 -0.09 0.24 -0.36 0.43
H -8.30320 -2.95477 -15.02178 -0.59 0.46 -0.10 0.41
H -9.53477 -3.13961 -16.29689 0.14 0.19 0.27 0.43
C -17.03934 -8.99064 -18.31730 1.42 2.38 1.13 0.73
O -15.88725 -8.60128 -18.47976 0.89 0.69 -0.56 -0.50
N -18.06153 -8.21701 -17.94677 -0.47 1.49 0.00 -0.74
N -17.36267 -10.22988 -18.36615 -1.64 -4.21 -0.71 -0.69
H -18.98176 -8.63017 -17.89567 -0.06 0.54 -0.04 0.41
H -17.94255 -7.22086 -18.06348 -0.35 -0.03 0.20 0.43
H -16.74197 -10.97029 -18.66045 0.03 0.19 0.05 0.43
H -18.35417 -10.33391 -18.52812 0.14 -1.07 -0.07 0.40
C -10.32546 -7.30676 -27.08458 -0.73 0.57 2.10 0.71
O -10.88351 -7.24900 -26.00731 -1.47 0.23 2.77 -0.48
N -10.50010 -8.29706 -27.85558 -1.34 -3.85 -2.99 -0.69
N -9.44737 -6.44649 -27.43224 2.52 2.60 -1.21 -0.69
H -9.92921 -8.43166 -28.67780 -0.28 -0.44 0.01 0.42
H -11.25921 -8.91567 -27.60823 0.19 -0.29 -0.45 0.44
H -9.23707 -5.71732 -26.76575 0.45 0.17 -0.53 0.44
H -8.89597 -6.73980 -28.22596 0.71 1.01 0.23 0.42
C -11.47659 -7.70340 -14.25460 -0.10 0.62 0.62 0.71
O -11.07291 -7.49680 -15.32040 1.64 1.26 -7.78 -0.51
N -12.66653 -7.77632 -13.82198 -6.39 -0.59 0.81 -0.70
N -10.69774 -7.88608 -13.29377 6.03 -0.67 5.48 -0.72
H -13.43868 -7.76591 -14.47297 -0.20 -0.22 0.37 0.42
H -12.63122 -8.36398 -13.00131 -1.79 -0.06 -0.13 0.41
H -11.07478 -7.87660 -12.35683 0.80 -0.12 0.14 0.41
H -9.72054 -7.69866 -13.46715 -0.01 -0.23 0.51 0.42
```
Forces are in eV/Å.

***

Entry 2:
Density functional theory data (wB97M-V/def2-TZVPD) for a single C4H7N3 molecule.

The HOMO energy comes out at -6.9 eV. The calculation puts the total energy at -320.70426 Eh. The value obtained for the max |F| is 3.637 eV/A. The energy above the lowest of the compared OMol25 structures with the same formula, charge and spin comes out at 4.872 eV. The SMILES is N[C@@]12NN1[C@@H]1C[C@@H]12. The value obtained for the LUMO energy is 1.0 eV.

Geometry as XYZ:
```
14
Properties=species:S:1:pos:R:3:forces:R:3:nbo_charge:R:1
N -2.02286 0.34732 0.28164 -0.60 -0.75 0.16 -0.81
C -0.73242 0.25550 -0.14617 -0.64 2.78 1.40 0.45
N -0.20370 1.24054 -0.93663 1.33 -1.32 -3.12 -0.51
N 0.51982 1.26159 0.31243 -1.41 2.42 1.34 -0.39
C 1.29137 0.05675 0.47663 0.48 -1.82 0.46 -0.06
C 1.44843 -1.00411 -0.56868 -0.45 0.74 -0.78 -0.41
C 0.15532 -0.87593 0.20941 1.01 -2.18 0.22 -0.32
H -2.42157 -0.40184 0.83197 0.23 0.41 0.02 0.40
H -2.51117 1.23171 0.27152 0.23 -0.29 -0.03 0.40
H -0.75841 2.07394 -1.09725 0.06 -0.15 0.60 0.37
H 1.88510 0.02011 1.38067 -0.02 0.15 -0.11 0.21
H 1.45649 -0.71647 -1.61275 -0.02 -0.08 -0.02 0.23
H 2.06339 -1.86097 -0.31837 -0.05 0.16 0.09 0.23
H -0.16978 -1.62812 0.91559 -0.15 -0.07 -0.23 0.22
```
Forces are in eV/Å.

***

Entry 3:
Density functional theory data (wB97M-V/def2-TZVPD) for 2 unconnected molecules or ions with the total composition H4NOPS.

The HOMO energy (alpha / beta) comes out at -5.7 / -9.3 eV. The calculation puts the total energy at -871.83074 Eh. The value obtained for the max |F| is 3.530 eV/A. As for the expectation value of S²: 2.0053. The energy above the lowest of the compared OMol25 structures with the same formula, charge and spin comes out at 0.761 eV. As for the multiplicity: 3. The value obtained for the LUMO energy (alpha / beta) is 0.8 / -2.3 eV.

Geometry as XYZ:
```
8
Properties=species:S:1:pos:R:3:forces:R:3:lowdin_spin:R:1
N -1.16869 -0.96735 0.22795 -0.42 -0.81 -2.09 0.21
O -0.66079 1.47678 -0.16537 0.87 3.36 -0.65 0.16
P -0.41103 0.05138 -0.79277 0.84 -1.66 -2.87 0.69
S 2.32361 0.58506 -0.01597 1.27 -0.86 0.82 0.90
H -1.23031 -0.71060 1.15642 -0.48 -0.41 2.33 0.01
H -1.35139 -1.85836 -0.23548 -0.25 0.28 1.31 0.00
H -0.07513 2.07250 -0.76386 -1.48 -1.00 1.80 0.00
H 2.57373 -0.64940 0.58909 -0.35 1.10 -0.65 0.03
```
Forces are in eV/Å.